{
  "formula": "C21H42NO11PS",
  "method": "the ωB97M-V functional and the def2-TZVPD basis",
  "species": ["S", "P", "O", "O", "O", "O", "O", "O", "O", "O", "O", "O", "O", "N", "C", "C", "C", "C", "C", "C", "C", "C", "C", "C", "C", "C", "C", "C", "C", "C", "C", "C", "C", "C", "C", "H", "H", "H", "H", "H", "H", "H", "H", "H", "H", "H", "H", "H", "H", "H", "H", "H", "H", "H", "H", "H", "H", "H", "H", "H", "H", "H", "H", "H", "H", "H", "H", "H", "H", "H", "H", "H", "H", "H", "H", "H", "H"],
  "xyz": [[-0.761, -2.074, -0.141], [0.094, -2.350, -2.060], [4.048, -2.046, -3.951], [-2.576, -2.770, 4.208], [-1.839, 3.211, 1.898], [-2.266, 1.349, 2.906], [-1.721, 5.334, -3.626], [-0.572, 3.387, -3.571], [-2.729, 3.308, -3.542], [3.202, -3.984, -4.347], [-0.936, -4.260, 4.663], [-1.696, -2.758, 6.179], [-1.441, 3.073, 4.121], [-1.220, -2.804, -3.114], [3.910, -3.357, -3.666], [-3.534, 0.892, 4.939], [4.605, -4.048, -2.543], [5.185, -1.355, -3.423], [-4.017, 3.940, -3.576], [-1.811, 2.588, 3.082], [3.481, -0.647, -1.576], [-1.682, 4.131, -3.580], [4.830, -3.614, -1.321], [0.653, -0.729, -2.767], [-1.453, 4.584, 1.949], [0.637, 4.136, -3.700], [-0.749, -3.242, 7.142], [1.128, 0.299, -1.723], [-4.379, 4.394, -4.974], [-2.593, -3.244, 2.858], [-1.664, -3.359, 4.988], [2.614, 0.600, -1.833], [4.891, -0.492, -2.173], [0.643, -2.711, 6.870], [-2.335, 0.534, 4.088], [0.886, 0.040, -0.695], [5.731, -3.944, -0.823], [-2.697, -4.326, 2.818], [-2.093, -1.915, -0.342], [-0.482, 4.703, 2.425], [-4.303, 3.562, -5.677], [-0.764, -4.331, 7.172], [5.662, -0.643, -1.424], [-1.688, -3.584, -2.666], [6.041, -1.999, -3.274], [-3.451, -2.792, 2.367], [1.327, -3.011, 7.664], [-0.156, -0.334, -3.381], [2.889, 1.106, -2.757], [-1.097, -2.883, 8.109], [-5.397, 4.784, -4.997], [-1.406, 0.604, 4.654], [-4.449, 0.851, 4.346], [-1.687, -2.929, 2.343], [-0.824, -3.080, -4.006], [3.595, -0.689, -0.494], [5.500, -0.671, -4.206], [0.713, 4.556, -4.702], [0.630, -1.621, 6.807], [1.488, -0.940, -3.438], [2.857, 1.297, -1.030], [2.966, -1.561, -1.855], [4.158, -3.019, -0.725], [-3.449, 1.905, 5.334], [-4.051, 4.766, -2.864], [-1.389, 4.935, 0.922], [-2.430, -0.491, 3.743], [-3.624, 0.202, 5.778], [0.693, 4.925, -2.953], [4.993, 0.551, -2.463], [-2.207, 5.167, 2.476], [1.459, 3.442, -3.543], [1.030, -3.086, 5.923], [-4.727, 3.188, -3.237], [4.914, -5.057, -2.766], [-3.704, 5.175, -5.322], [0.596, 1.228, -1.926]],
  "mulliken_charge": [-0.378, 0.302, -0.384, -0.397, -0.278, -0.323, -0.558, -0.244, -0.314, -0.545, -0.562, -0.355, -0.562, -0.679, 0.622, -1.222, -0.223, -0.819, -0.170, 0.706, -0.031, 0.695, -0.618, -0.764, -0.636, -0.557, -0.210, -0.563, -1.115, -0.668, 0.771, -1.243, -0.926, -1.120, 0.350, 0.414, 0.264, 0.422, 0.148, 0.308, 0.292, 0.330, 0.424, 0.249, 0.401, 0.276, 0.376, 0.570, 0.463, 0.310, 0.364, 0.322, 0.318, 0.170, 0.282, 0.330, 0.430, 0.318, 0.268, 0.393, 0.392, 0.128, 0.323, 0.385, 0.297, 0.175, -0.130, 0.321, 0.340, 0.548, 0.300, 0.048, 0.321, 0.305, 0.411, 0.311, 0.103],
  "total_charge": 0,
  "fmax_ev_per_a": 3.97,
  "multiplicity": 1,
  "e_homo_ev": -7.74,
  "e_tot_ha": -2447.27570,
  "homo_lumo_gap_ev": 8.1,
  "smiles": "C=CC(=O)OCCCCCCP(N)S.CCOC(=O)OC.CCOC(=O)OC.CCOC(=O)OC"
}



{
  "formula": "C30H81F6N3O18P",
  "method": "the ωB97M-V functional and the def2-TZVPD basis",
  "species": ["P", "F", "F", "F", "F", "F", "F", "O", "O", "O", "O", "O", "O", "O", "O", "O", "O", "O", "O", "O", "O", "O", "O", "O", "O", "N", "N", "N", "C", "C", "C", "C", "C", "C", "C", "C", "C", "C", "C", "C", "C", "C", "C", "C", "C", "C", "C", "C", "C", "C", "C", "C", "C", "C", "C", "C", "C", "C", "H", "H", "H", "H", "H", "H", "H", "H", "H", "H", "H", "H", "H", "H", "H", "H", "H", "H", "H", "H", "H", "H", "H", "H", "H", "H", "H", "H", "H", "H", "H", "H", "H", "H", "H", "H", "H", "H", "H", "H", "H", "H", "H", "H", "H", "H", "H", "H", "H", "H", "H", "H", "H", "H", "H", "H", "H", "H", "H", "H", "H", "H", "H", "H", "H", "H", "H", "H", "H", "H", "H", "H", "H", "H", "H", "H", "H", "H", "H", "H", "H"],
  "xyz": [[-0.298, -1.854, -0.727], [0.661, -2.920, -1.408], [-1.498, -2.436, -1.619], [1.001, -1.169, -0.002], [-0.381, -2.974, 0.427], [-1.348, -0.777, -0.098], [-0.032, -0.816, -1.928], [-0.734, -2.751, 4.271], [1.865, -1.696, 3.946], [-4.210, 0.952, -4.327], [-2.638, -6.154, 0.648], [3.869, -0.351, -4.759], [1.368, -4.477, 3.064], [-0.206, 6.988, -2.467], [0.069, 2.887, 1.563], [2.746, 3.168, -1.928], [0.855, 6.567, 7.829], [5.463, -3.126, -0.987], [-3.858, -2.351, 3.960], [0.338, -6.932, 0.108], [-1.969, -2.921, -4.209], [-2.923, 2.857, -2.549], [-5.746, -1.599, -1.285], [-5.105, -4.268, -0.607], [-1.737, -6.619, -3.706], [3.886, -3.107, -3.626], [-0.252, 3.907, -2.254], [0.081, 5.117, 4.512], [-1.459, -1.704, 3.673], [-4.413, -1.954, -0.864], [3.828, 0.764, -3.957], [-0.540, 8.330, -2.783], [0.294, 2.641, -1.598], [2.719, -1.141, -4.725], [-3.735, 0.624, -3.003], [-1.244, -5.347, -3.948], [-2.355, -4.257, -4.210], [0.609, 7.855, 8.384], [0.750, 5.036, 5.812], [0.251, 6.319, 6.586], [-4.609, -3.182, 0.112], [0.576, 3.911, 3.782], [2.795, -2.209, -3.576], [3.890, 3.835, -1.370], [-1.113, 2.079, 1.827], [1.705, 2.899, -0.946], [0.141, 4.142, 2.278], [-1.364, 6.206, -2.095], [5.694, -2.674, 0.351], [4.141, -3.670, -1.145], [-0.353, -5.682, 0.055], [-2.533, 1.505, -2.668], [2.346, -3.664, 2.525], [-1.843, -5.819, -0.439], [3.914, -4.111, -2.579], [-0.993, 4.880, -1.342], [-2.790, -2.255, 3.034], [2.880, -2.743, 3.669], [-4.512, 0.677, -2.240], [-1.825, 6.009, -3.063], [-3.159, -4.483, -3.510], [-3.446, -0.425, -3.066], [3.372, -2.992, -0.776], [-3.725, -3.129, 4.505], [1.757, -0.641, -4.617], [0.716, -7.019, 0.986], [1.088, 7.900, 9.362], [-0.779, -5.087, -2.997], [-2.788, -4.480, -5.185], [-0.342, -5.328, -4.560], [-1.167, 8.432, -3.670], [0.622, 4.062, 6.284], [0.080, 2.995, 4.103], [4.640, -4.880, -2.844], [-5.290, -2.799, 0.872], [1.935, 2.109, -0.231], [0.520, 7.171, 5.961], [0.860, 4.719, 1.697], [1.018, -2.130, 4.068], [-3.079, -1.521, 2.281], [-0.924, 5.179, 4.440], [3.839, -2.266, 3.466], [0.294, 9.015, -2.936], [1.646, 3.737, 3.894], [-0.943, -7.107, -3.475], [-1.803, -2.629, -3.310], [4.029, -4.611, -0.608], [0.587, 4.361, -2.587], [2.924, 1.338, -4.161], [-2.020, 6.841, -1.500], [5.629, -3.602, 0.919], [3.510, 4.771, -0.960], [-5.620, -3.871, -1.313], [-0.437, 2.321, -0.856], [-1.330, 1.834, 2.867], [4.879, -2.035, 0.691], [1.686, 3.775, -0.299], [-2.037, 2.555, 1.501], [-3.639, -3.431, 0.543], [-1.239, 8.744, -2.057], [-0.831, 6.308, 6.715], [-2.113, 1.177, -1.717], [-0.283, 5.178, -0.571], [0.975, 8.668, 7.756], [-0.454, 8.088, 8.460], [-2.055, -4.802, -0.769], [-0.997, 1.185, 1.213], [-0.757, 4.751, 2.172], [1.826, 5.206, 5.776], [6.600, -2.098, 0.538], [2.574, -1.841, -2.574], [-3.873, -2.171, -1.786], [-4.663, 1.798, -4.310], [0.238, -5.041, -0.599], [3.924, 0.563, -2.890], [4.581, 4.096, -2.173], [4.462, 3.288, -0.621], [-1.563, -0.897, 4.398], [3.038, -3.350, 4.561], [4.739, 1.340, -4.121], [-3.453, -5.735, 0.360], [4.706, -2.523, -3.704], [-3.925, -1.227, -0.215], [-5.919, -1.585, -2.229], [-2.068, 3.288, -2.474], [-2.120, -6.360, -1.343], [1.923, -3.095, 1.698], [-1.783, 1.621, -3.451], [1.882, -2.792, -3.699], [3.167, -4.254, 2.118], [-2.642, -3.150, 2.430], [0.460, 1.896, -2.376], [2.790, -1.751, -5.625], [-0.285, -5.304, 1.075], [-1.831, 4.342, -0.897], [-0.860, -1.375, 2.824], [2.939, -4.595, -2.528], [-0.931, -2.791, 5.210], [0.606, -3.893, 3.066]],
  "mulliken_charge": [2.086, -0.542, -0.631, -0.396, -0.474, -0.704, -0.498, -0.551, -0.581, -0.599, -0.692, -0.438, -0.571, -0.269, 0.007, -0.282, -0.328, -0.452, -0.608, -0.669, -0.578, -0.752, -0.649, -0.591, -0.572, 0.194, -0.647, -0.228, 0.209, -0.345, -0.743, -0.794, 0.495, -0.721, -0.283, 0.324, -0.470, -0.734, -0.509, -0.533, 0.701, -0.678, -0.313, -0.868, -0.439, -0.456, -0.800, -0.962, -0.665, 0.195, 0.478, 0.851, 0.365, 0.554, -0.794, -0.222, -0.053, -0.491, 0.327, 0.363, 0.144, -0.142, -0.050, 0.339, 0.460, 0.394, 0.244, -0.367, 0.427, 0.381, 0.324, 0.349, 0.276, 0.415, 0.445, 0.599, 0.355, 0.364, 0.355, 0.076, 0.262, 0.346, 0.265, 0.333, 0.348, 0.261, 0.448, 0.489, 0.349, 0.498, 0.318, 0.334, 0.382, -0.512, 0.402, 0.233, -0.046, 0.264, -0.842, 0.322, 0.310, -0.442, 0.127, 0.317, 0.308, -0.440, -0.190, 0.412, 0.232, 0.330, 0.333, 0.381, 0.346, -0.585, 0.297, 0.291, 0.322, 0.547, 0.278, 0.354, 0.327, 0.398, 0.077, 0.427, 0.421, 0.412, -0.356, 0.244, 0.195, 0.320, 0.096, 0.225, 0.383, 0.303, 0.570, -0.156, 0.313, 0.232, 0.225],
  "total_charge": 0,
  "fmax_ev_per_a": 3.47,
  "multiplicity": 2,
  "s_squared": 0.7543,
  "e_homo_ev": [-8.90, -8.90],
  "e_tot_ha": -3650.53918,
  "homo_lumo_gap_ev": [8.7, 3.7]
}